No. 1
A single C5H12N2O2 molecule in a non-equilibrium geometry, computed with wB97M-V/def2-TZVPD.

```
21
Properties=species:S:1:pos:R:3:forces:R:3
C 1.97656 1.20810 0.27441 -0.1 -0.3 0.3
N 1.15165 0.62555 -0.77557 -0.8 -1.9 0.6
C -0.81110 1.24306 -0.47862 -1.5 -0.4 0.8
O -0.96087 2.19735 0.28272 0.5 -0.2 -0.5
H 1.68485 0.57819 -1.63627 -0.1 -0.2 0.0
H -1.08362 1.26908 -1.54588 0.3 0.3 0.0
H 2.92542 0.67964 0.40556 0.0 0.1 0.0
H 1.45032 1.17070 1.22784 -0.1 0.0 0.0
H 2.14685 2.26373 0.06253 0.1 0.0 -0.1
C -2.15286 -0.92447 -0.34532 0.2 0.3 0.3
C -0.90174 -0.19080 0.13229 0.1 0.4 -0.7
N 1.09652 -1.62402 0.49700 0.7 0.0 0.0
C 0.39790 -0.81608 -0.39695 0.9 2.5 -0.5
O -0.87775 -0.07795 1.53362 0.1 0.2 0.0
H -0.96757 0.88713 1.69545 0.0 -0.2 -0.1
H 1.02203 -1.28995 1.45332 -0.2 -0.6 -0.2
H 1.03000 -2.61946 0.33810 0.0 0.3 0.3
H 0.26100 -1.28526 -1.37145 0.0 -0.1 0.1
H -2.17209 -1.92989 0.07247 0.0 -0.1 0.0
H -2.18539 -0.98076 -1.43185 0.0 0.0 -0.1
H -3.03011 -0.38389 0.00658 -0.1 0.0 0.0
```
Forces are in eV/Å.

The calculation puts the HOMO energy at -9.1 eV. The spin multiplicity is 1. For the LUMO energy, the calculation gives 0.74 eV. As for the SMILES: CN[C@@H](N)[C@@](C)(O)C=O. As for the energy above the lowest of the compared OMol25 structures with the same formula, charge and spin: 2.324 eV. The charge is 0.

No. 2
A molecular structure, C47H58BrInN4O4Si, computed with wB97M-V/def2-TZVPD.

```
116
Properties=species:S:1:pos:R:3:forces:R:3
In 0.18773 -0.21797 0.62329 -0.1 0.6 0.3
C -2.57667 -3.05648 -4.34806 0.0 0.0 0.1
C -1.43963 -2.04746 -4.14042 0.0 0.0 0.0
C -1.45444 -0.99989 -5.25790 0.0 -0.1 0.0
C -0.09720 -2.74673 -4.01870 0.0 0.0 0.0
C 0.56110 -3.15598 -5.17555 0.0 0.0 0.0
C 1.80439 -3.76318 -5.12187 0.0 0.0 0.1
C 2.39730 -3.96456 -3.88318 0.0 -0.1 0.0
C 1.76214 -3.58951 -2.70517 0.0 0.0 0.0
C 2.38442 -3.87287 -1.35780 0.0 0.1 0.0
C 3.90569 -3.97797 -1.39047 0.0 0.1 0.0
C 1.78121 -5.14648 -0.75497 0.0 0.0 0.0
C 0.49585 -2.97200 -2.75778 0.2 0.1 0.0
N -0.12101 -2.44669 -1.60857 -0.2 0.0 -0.1
C -1.14744 -3.11174 -1.14141 0.0 -0.3 0.2
O -1.50887 -4.29106 -1.36367 0.0 0.2 -0.1
C -2.14516 -2.25736 -0.35465 0.0 0.3 -0.1
C -3.43834 -2.75012 -0.25465 -0.1 0.0 0.0
C -4.46498 -1.90162 0.12077 0.0 0.0 -0.1
C -4.19059 -0.56637 0.35703 -0.1 0.0 -0.2
C -2.87496 -0.14342 0.29075 0.2 -0.1 -0.2
N -1.87565 -0.98444 -0.01547 -0.1 -0.1 0.0
C -2.57819 1.34775 0.37050 0.0 0.0 0.0
O -3.56630 2.09966 0.47315 0.0 0.0 0.0
N -1.31134 1.65791 0.17104 0.1 0.0 -0.1
C -1.08504 3.00733 -0.22542 -0.2 0.1 0.0
C -1.08020 3.29296 -1.60760 0.0 0.0 0.0
C -0.92498 4.60385 -2.04191 0.1 0.0 0.0
C -0.77668 5.64372 -1.13885 0.0 0.0 0.0
C -0.80551 5.36229 0.21424 0.0 0.0 0.0
C -0.96520 4.06180 0.69062 -0.1 0.0 0.1
C -1.11271 3.86269 2.18715 0.0 0.1 0.0
C -0.04087 4.62586 2.96958 0.0 -0.1 0.0
C -2.51076 4.30953 2.63579 0.0 0.0 0.0
C -1.35114 2.20451 -2.62652 0.0 0.1 0.0
C -2.86021 2.07935 -2.87640 0.0 0.0 0.1
C -0.62265 2.42924 -3.95220 0.0 -0.1 0.0
H -3.54832 -2.54944 -4.37438 0.1 0.0 0.0
H -2.43708 -3.57986 -5.30096 0.0 0.0 0.0
H -2.58376 -3.79449 -3.54459 0.0 0.0 0.0
H -1.61547 -1.52650 -3.19707 0.0 0.0 0.0
H -1.51603 -1.46779 -6.24601 0.0 0.0 0.0
H -2.32159 -0.34271 -5.15161 0.0 0.0 0.0
H -0.55260 -0.38549 -5.23174 0.0 -0.1 0.0
H 0.09577 -2.97942 -6.14064 0.0 0.0 0.0
H 2.31195 -4.06529 -6.03084 0.0 0.0 0.0
H 3.37577 -4.43028 -3.83379 0.0 0.0 0.0
H 2.12188 -3.04062 -0.69947 0.0 0.0 0.0
H 4.35888 -3.11146 -1.87978 0.0 0.0 0.0
H 4.28556 -4.02131 -0.36732 0.0 0.0 0.0
H 4.23970 -4.88326 -1.90941 0.0 0.0 0.0
H 2.11915 -6.01962 -1.32835 0.0 0.0 0.0
H 2.09353 -5.26123 0.28655 0.0 0.0 0.0
H 0.69115 -5.12022 -0.78357 0.0 0.0 0.0
H -3.59038 -3.78318 -0.52974 0.0 0.0 0.0
H -5.48182 -2.27002 0.19081 0.0 0.0 0.0
H -4.94602 0.17200 0.57972 0.0 0.0 0.0
H -0.92611 4.81709 -3.10517 0.0 0.0 0.0
H -0.65889 6.66382 -1.48714 0.0 0.0 0.0
H -0.72260 6.17667 0.92523 0.0 0.0 0.0
H -1.01189 2.79732 2.40221 0.0 0.0 0.0
H -0.14712 5.70734 2.83668 0.0 -0.1 0.0
H -0.12964 4.41339 4.03461 0.0 0.0 0.1
H 0.96579 4.33618 2.65770 0.0 0.0 0.0
H -2.64106 5.38203 2.45046 0.0 0.0 0.0
H -3.27783 3.76523 2.08226 0.0 0.0 0.0
H -2.64894 4.12787 3.70772 0.0 0.0 -0.1
H -1.01094 1.26630 -2.19463 0.1 -0.1 0.0
H -3.23447 2.99071 -3.35563 0.0 0.0 0.0
H -3.07462 1.23102 -3.53462 0.0 0.0 0.0
H -3.40616 1.94599 -1.94048 0.0 0.0 -0.1
H -1.09136 3.23094 -4.53263 0.0 0.0 0.0
H 0.42265 2.68927 -3.79267 0.1 0.0 0.0
H -0.65948 1.52225 -4.55905 0.0 0.1 0.1
C -2.80640 1.02145 4.11429 -0.1 0.1 0.0
Si -1.47267 -0.24898 3.70309 -0.1 -0.1 0.3
C -2.44913 -1.64304 2.91396 0.0 -0.1 0.0
C -0.86853 -1.05424 5.30501 0.1 0.0 0.1
N -0.16948 0.43906 2.79512 0.3 -0.1 -0.4
C 0.79769 1.11584 3.50725 -0.2 0.0 0.2
C 0.53869 1.74055 4.75246 0.0 0.0 0.0
C 1.50546 2.38364 5.50847 0.0 0.0 -0.1
C 2.80662 2.48764 5.04216 0.0 0.0 0.0
C 3.10213 1.92535 3.80618 0.0 0.0 0.0
C 2.13632 1.25278 3.07869 -0.1 0.0 0.0
O 2.43690 0.73506 1.83412 0.0 -0.1 -0.1
C 3.68419 0.17678 1.66593 -0.1 0.1 0.0
C 4.16086 -0.77966 2.54913 0.1 -0.1 0.1
C 5.42007 -1.32311 2.34536 0.0 0.0 0.0
C 6.19560 -0.92197 1.26344 -0.1 0.0 0.0
C 5.69406 0.02587 0.37885 0.0 0.0 0.0
C 4.43667 0.58047 0.57648 0.0 0.0 -0.1
H -3.65403 0.52175 4.59934 0.0 0.0 0.0
H -3.17208 1.49021 3.19109 0.0 -0.1 0.1
H -2.45996 1.82396 4.77439 -0.1 -0.1 -0.1
H -2.84665 -2.24546 3.73987 0.1 0.1 0.0
H -1.84692 -2.30327 2.29104 0.0 0.0 0.1
H -3.29980 -1.27923 2.33476 0.2 -0.2 0.3
H -1.73016 -1.32488 5.92846 0.1 0.0 -0.1
H -0.18894 -0.44466 5.90137 0.0 0.0 0.0
H -0.34106 -1.97554 5.03111 0.0 0.1 0.0
H -0.47754 1.72495 5.12415 0.1 0.0 0.0
H 1.22702 2.83493 6.45547 0.0 0.0 0.0
H 3.57161 3.00342 5.60954 0.0 0.0 0.0
H 4.10446 1.98998 3.39981 0.0 0.0 0.0
H 3.53834 -1.09636 3.37604 0.0 0.0 0.0
H 5.78884 -2.08030 3.02800 0.0 0.0 0.0
H 7.17236 -1.36124 1.10044 0.0 0.0 0.0
H 6.28002 0.33237 -0.47986 0.0 0.0 0.0
H 4.00275 1.29760 -0.10612 0.0 0.0 0.0
Br 1.06490 -2.39836 1.75856 0.0 -0.3 0.0
C 1.57518 0.05505 -2.08927 0.0 0.0 0.1
O 1.48800 0.48037 -0.75701 0.0 0.0 -0.1
H 1.90295 0.89343 -2.71592 0.0 0.1 0.0
H 0.63780 -0.32824 -2.51019 0.0 0.1 0.1
H 2.31312 -0.75177 -2.21243 0.0 0.0 0.0
```
Forces are in eV/Å.

The calculation puts the HOMO energy at -2.5 eV. The spin multiplicity is 1. For the LUMO energy, the calculation gives 4.36 eV. As for the energy above the lowest of the compared OMol25 structures with the same formula, charge and spin: 0.000 eV. The charge is -2.

No. 3
10 unconnected molecules or ions with the total composition C17H40ClN11O21 in a non-equilibrium geometry, computed with wB97M-V/def2-TZVPD.

```
90
Properties=species:S:1:pos:R:3:forces:R:3
C 5.86837 -2.80690 5.00794 0.3 0.2 -0.1
C 5.96162 -1.65449 3.99560 -0.3 0.0 0.5
Cl 6.25616 -2.33823 2.36800 0.1 0.0 -0.1
C 4.72603 -0.71727 4.07099 0.4 -0.6 -0.1
C 3.93638 -0.40113 2.81717 -0.8 1.1 0.0
N 4.66723 0.27779 1.80509 -0.3 -0.5 0.4
O 2.90810 0.56807 3.37147 -0.6 -0.2 -0.1
C 1.71336 0.35815 2.80265 -2.2 1.9 0.4
O 0.71742 1.10283 2.92413 3.1 -2.4 -0.4
O 1.73116 -0.76888 2.05955 -0.2 0.6 -0.1
C 2.97895 -1.44368 2.20033 0.5 -0.7 0.2
C 2.77100 -2.75361 2.96096 -0.2 -0.2 0.5
C 1.89523 -2.63604 4.17816 -1.8 -0.2 0.0
N 0.63047 -2.87745 4.09250 1.6 0.2 -0.1
H 6.35221 -2.51817 5.94031 -0.1 0.1 0.1
H 6.40401 -3.66970 4.62102 -0.1 -0.1 0.1
H 4.84015 -3.07486 5.23615 -0.1 -0.2 -0.1
H 6.83331 -1.06897 4.27294 0.2 0.0 -0.5
H 4.04017 -1.15595 4.78979 -0.1 0.1 0.0
H 5.03311 0.24189 4.48431 0.0 0.1 0.0
H 5.14660 1.08532 2.17856 0.1 0.1 -0.1
H 4.01627 0.59751 1.10034 0.2 0.1 -0.3
H 3.34308 -1.71696 1.21563 0.0 0.2 -0.2
H 2.30265 -3.48366 2.30309 -0.1 0.1 -0.1
H 3.73156 -3.16773 3.26353 0.1 0.1 -0.2
H 2.33960 -2.35571 5.13442 0.1 0.1 -0.1
H 0.18292 -2.75269 4.99945 0.0 0.0 0.1
C -1.89953 1.25034 1.40791 0.0 0.0 0.0
N -3.16416 0.60992 0.94922 -0.1 0.1 0.0
O -3.85271 0.05507 1.77445 -0.1 -0.1 0.2
O -3.44644 0.69128 -0.23092 0.1 0.1 -0.2
H -1.79575 1.09536 2.47213 0.0 -0.1 0.0
H -1.08135 0.78407 0.87045 0.0 0.0 0.0
H -1.96828 2.30609 1.16335 0.0 0.0 -0.1
C 5.66936 1.39783 -2.50821 -0.1 0.0 0.2
N 5.81147 1.67615 -1.05166 0.0 0.0 -0.1
O 4.83881 2.09005 -0.45207 -0.2 0.1 0.0
O 6.89224 1.47758 -0.55074 0.2 0.0 0.1
H 4.65494 1.62689 -2.80009 0.0 0.0 0.0
H 6.38415 2.02341 -3.02614 0.1 0.0 0.0
H 5.90460 0.34807 -2.65379 0.1 0.0 0.0
C -3.63757 2.74529 -2.69671 0.2 -0.1 0.0
N -3.19286 3.57773 -3.84451 -0.1 -0.1 0.0
O -3.54610 3.24362 -4.96042 0.0 -0.1 -0.2
O -2.50083 4.53837 -3.60462 0.1 0.2 0.1
H -4.24436 1.93917 -3.07541 -0.1 0.0 0.0
H -2.74529 2.36697 -2.20671 0.0 0.0 0.0
H -4.20511 3.37953 -2.02811 0.0 0.1 0.0
C -8.01751 2.60010 -0.03484 0.0 0.0 0.2
N -6.92686 3.03642 -0.94092 0.0 0.0 0.0
O -6.59251 4.20239 -0.92481 0.0 0.2 0.0
O -6.42715 2.19377 -1.65241 -0.1 -0.3 -0.1
H -8.35714 3.45756 0.53041 0.0 0.1 0.0
H -8.80427 2.19765 -0.65892 0.0 -0.1 0.0
H -7.60673 1.82974 0.61245 0.0 0.0 -0.1
C 0.76600 -4.11179 8.57513 -0.1 0.1 0.1
N 1.75374 -3.69214 7.54405 -0.1 -0.1 0.2
O 2.21528 -2.57307 7.62192 0.1 0.2 0.0
O 2.03111 -4.50186 6.69052 0.1 -0.2 -0.1
H 0.62154 -3.28799 9.26278 0.0 0.0 0.0
H -0.15333 -4.36623 8.05693 0.0 -0.1 0.0
H 1.17520 -4.98367 9.07513 0.0 -0.1 0.0
C -3.89333 -0.25977 -4.90724 -0.1 0.0 -0.2
N -2.82883 -1.14619 -4.37061 0.0 0.0 -0.1
O -2.60626 -2.18527 -4.95040 0.0 -0.3 -0.2
O -2.23104 -0.77078 -3.38772 0.1 0.2 0.3
H -4.31418 -0.73177 -5.78616 0.0 0.0 0.0
H -4.64081 -0.13229 -4.13012 0.0 0.0 0.1
H -3.43035 0.69249 -5.15126 0.0 0.1 0.1
C 5.88625 1.02944 -7.47955 -0.1 0.0 -0.1
N 6.09347 1.31637 -6.03445 -0.1 0.0 -0.2
O 5.14774 1.72218 -5.39343 -0.2 0.0 0.0
O 7.20196 1.12568 -5.59042 0.2 0.0 0.1
H 4.85448 1.24781 -7.72448 0.0 0.0 0.0
H 6.57165 1.66213 -8.03425 0.1 0.0 0.0
H 6.12190 -0.01827 -7.63665 0.1 0.0 0.0
C -0.15495 -3.10681 -2.93511 -0.1 -0.1 -0.2
N 0.92729 -4.01770 -2.47647 -0.1 0.1 0.0
O 1.11188 -5.04260 -3.09181 0.0 -0.3 -0.2
O 1.56512 -3.66688 -1.50883 0.2 0.1 0.3
H -0.62547 -3.54790 -3.80404 0.0 0.0 0.0
H -0.86072 -2.99155 -2.11939 0.1 0.1 0.0
H 0.30150 -2.15227 -3.17371 0.0 0.0 0.1
C -11.15132 4.50209 -3.48829 0.0 0.0 -0.1
N -10.50770 3.64120 -2.45987 -0.1 0.1 -0.1
O -10.05122 2.57695 -2.81371 0.1 -0.2 0.0
O -10.48338 4.06747 -1.32639 0.0 0.1 0.2
H -11.09554 3.99155 -4.44139 0.0 0.0 0.0
H -12.17912 4.65967 -3.17750 0.0 0.1 0.0
H -10.60868 5.44190 -3.50565 0.0 0.0 0.1
```
Forces are in eV/Å.

The calculation puts the HOMO energy at -9.8 eV. The spin multiplicity is 1. For the LUMO energy, the calculation gives -0.11 eV. As for the SMILES: [H]/N=C/C[C@H]1OC(=O)O[C@@]1(N)C[C@@H](C)Cl.C[N+](=O)[O-].C[N+](=O)[O-].C[N+](=O)[O-].C[N+](=O)[O-].C[N+](=O)[O-].C[N+](=O)[O-].C[N+](=O)[O-].C[N+](=O)[O-].C[N+](=O)[O-]. As for the energy above the lowest of the compared OMol25 structures with the same formula, charge and spin: 0.000 eV. The charge is 0.

No. 4
A gas-phase ion, C4H8NO2 (charge -1) in a non-equilibrium geometry, computed with wB97M-V/def2-TZVPD.

```
15
Properties=species:S:1:pos:R:3:forces:R:3
C -1.59465 0.92015 -0.63408 2.3 0.1 -0.8
N -0.34516 0.21775 -1.21267 -0.1 2.0 0.1
C 1.59967 0.14825 0.55919 -0.2 0.9 1.9
C 0.53776 -0.55850 -0.26142 -1.7 -0.2 -1.3
C -0.26888 -1.41861 0.72863 -0.7 1.7 1.7
O 0.43858 -2.36198 1.14247 -1.1 -0.6 0.1
O -1.36073 -0.89927 1.18833 1.8 -1.9 -0.7
H -1.40886 1.27228 0.35861 0.0 0.3 0.6
H -2.39304 0.24473 -0.59868 -1.0 -1.1 0.2
H -1.92931 1.76202 -1.23953 0.5 0.1 -0.5
H 0.23148 0.97320 -1.67110 -0.7 -1.1 0.7
H 1.32137 1.18992 0.85560 0.1 -0.4 -0.8
H 1.59599 -0.31043 1.59834 0.6 0.1 -1.4
H 2.59456 0.13057 0.09312 -0.2 0.1 0.3
H 0.98121 -1.31007 -0.90679 0.5 0.1 -0.1
```
Forces are in eV/Å.

The calculation puts the HOMO energy at -3.9 eV. The spin multiplicity is 1. For the LUMO energy, the calculation gives 4.20 eV. As for the SMILES: CN[C@@H](C)C(=O)[O-]. As for the energy above the lowest of the compared OMol25 structures with the same formula, charge and spin: 1.579 eV. The charge is -1.

No. 5
2 unconnected molecules or ions with the total composition C2H3N2O2S in a non-equilibrium geometry, computed with wB97M-V/def2-TZVPD.

```
10
Properties=species:S:1:pos:R:3:forces:R:3
C -1.09046 -0.71858 -0.62003 -1.8 -0.1 1.6
C 1.53489 -0.31897 -0.26734 4.7 1.2 0.4
N -1.46877 0.23569 0.28206 0.6 0.4 -1.3
N -2.29680 -0.00527 1.31773 -0.9 -3.2 0.3
O -2.68389 0.89417 2.10796 1.1 1.5 -0.8
O 2.37063 -0.86712 -1.19081 -1.4 -0.5 -0.2
S 2.04802 0.71396 0.94114 -1.2 -1.4 -1.4
H -0.64680 -0.30418 -1.52359 0.6 0.9 0.1
H -1.13891 1.20397 0.22978 -0.1 0.4 0.0
H 3.37210 -0.83368 -1.27689 -1.6 0.8 1.2
```
Forces are in eV/Å.

Its expectation value of S² is 2.03. The calculation puts the HOMO energy (alpha / beta) at -1.3 / -3.1 eV. The spin multiplicity is 3. For the LUMO energy (alpha / beta), the calculation gives 2.85 / 1.38 eV. As for the energy above the lowest of the compared OMol25 structures with the same formula, charge and spin: 3.510 eV. The charge is -1.

No. 6
A gas-phase ion, C2H5NO2 (charge -1) in a non-equilibrium geometry, computed with wB97M-V/def2-TZVPD.

```
10
Properties=species:S:1:pos:R:3:forces:R:3
O 0.94242 1.12036 -0.88712 -1.0 -1.1 0.5
C -0.03342 0.36851 -0.45695 2.3 -0.8 -0.8
O -1.27408 0.90053 -0.31080 -2.6 4.0 -0.3
C -0.01083 -1.09621 0.00046 0.4 1.2 -0.7
N 0.50163 -1.21318 1.39740 2.0 0.4 -1.1
H -1.31706 1.96175 -0.46980 1.0 -3.8 0.6
H -1.05482 -1.50479 -0.03689 0.8 0.2 0.1
H 0.65817 -1.72212 -0.69142 -0.8 0.8 0.8
H -0.07341 -1.56741 2.11188 -0.8 -0.1 0.9
H 1.19454 -0.47606 1.62679 -1.2 -0.9 0.0
```
Forces are in eV/Å.

Its expectation value of S² is 0.75. The calculation puts the HOMO energy (alpha / beta) at 1.2 / -3.8 eV. The spin multiplicity is 2. For the LUMO energy (alpha / beta), the calculation gives 4.37 / 4.25 eV. As for the energy above the lowest of the compared OMol25 structures with the same formula, charge and spin: 1.781 eV. The charge is -1.